Molecular formula: C23H28IN5O
Method: DFT, wB97M-V/def2-TZVPD

Geometry as XYZ:
```
58
Properties=species:S:1:pos:R:3:forces:R:3
C 1.29303 6.07745 1.48439 0.69 -0.71 0.42
C 1.08233 4.60944 0.71243 0.53 2.21 -0.08
N 0.26069 3.75688 1.65476 0.82 -1.90 -2.55
C 0.60393 2.26356 1.51278 -0.81 -1.49 0.39
N -0.51523 1.65871 2.38727 1.58 0.49 1.42
C -0.00934 1.88253 3.82834 -1.46 -0.67 5.11
O -0.64281 1.72988 4.99401 3.44 0.70 -8.04
C 1.60092 2.32982 3.78776 -0.26 0.71 -0.50
C 1.92369 1.67510 2.28255 1.94 2.55 1.50
I 1.95870 -0.49403 2.80204 -0.35 0.52 -0.83
C 3.42108 1.86655 1.65625 4.62 1.04 -2.21
C 3.77320 1.94454 0.02205 2.75 0.17 3.91
C 5.34719 2.14829 -0.34242 -1.14 -0.19 1.41
N 6.55004 2.29849 0.52399 -5.20 -0.92 2.24
C 6.31373 2.21291 1.99246 -3.84 -0.37 -2.52
C 4.80789 1.99104 2.56315 -0.23 0.15 -1.77
H 1.01895 6.99234 0.80308 0.57 -1.83 1.49
H 2.43839 6.11996 1.81572 -2.53 0.20 -0.82
H 0.67378 6.04820 2.49661 1.13 0.24 -2.37
H 2.16037 4.20842 0.50149 -2.24 0.36 0.43
H 0.51719 4.79653 -0.31175 1.23 -0.53 1.98
H -0.72673 3.80551 1.26085 1.52 -0.24 1.09
H 0.66468 1.86033 0.40225 -0.64 0.69 1.99
H -0.80037 0.68365 2.15159 0.48 1.14 0.68
H 2.27859 1.99540 4.68635 -1.78 -0.07 -1.85
H 1.71506 3.51497 3.84930 -0.52 -2.54 -0.71
H 2.92231 1.85213 -0.78968 2.09 0.36 1.71
H 5.57226 2.18685 -1.51657 -0.36 -0.01 2.99
H 7.24955 2.32437 2.72233 -2.39 -0.29 -1.86
H 4.68365 1.90876 3.74233 0.29 0.23 -2.81
C -7.05375 -4.98243 -2.16720 -0.28 -0.05 0.12
N -5.70973 -4.37310 -2.10953 0.54 0.18 -0.12
C -5.39437 -3.56847 -1.06970 0.78 0.16 -0.19
C -4.11765 -3.01039 -0.96443 -0.48 -0.09 0.09
C -3.14561 -3.28303 -1.93184 -0.98 -0.49 -0.13
C -3.51982 -4.10170 -3.00475 -0.19 -0.17 -0.04
C -4.80576 -4.63536 -3.07643 0.58 0.37 0.27
C -1.77062 -2.76159 -1.82928 1.08 0.29 0.02
C -0.67689 -3.63527 -1.79890 0.22 0.01 -0.05
C 0.62577 -3.14131 -1.75246 -0.68 0.08 -0.02
N 0.85348 -1.81049 -1.74015 -0.53 -0.40 0.02
C -0.17771 -0.93519 -1.74310 -0.55 -0.58 -0.02
C -1.49746 -1.39093 -1.78445 0.38 0.30 0.05
C 2.23660 -1.29554 -1.74111 0.23 0.22 -0.02
H -7.79163 -4.17651 -2.14306 0.05 -0.23 0.02
H -7.15568 -5.63789 -1.29773 -0.13 0.12 -0.20
H -7.16195 -5.56187 -3.08676 0.08 0.17 0.21
H -6.16449 -3.38810 -0.32362 0.11 -0.09 -0.20
H -3.89086 -2.38162 -0.10414 -0.12 -0.17 -0.19
H -2.81370 -4.33348 -3.80101 -0.21 0.03 0.17
H -5.11112 -5.27713 -3.89889 -0.03 0.14 0.23
H -0.82539 -4.71440 -1.80916 0.09 0.26 0.01
H 1.48673 -3.80558 -1.73394 -0.14 0.26 0.00
H 0.06616 0.12398 -1.72589 0.04 -0.24 0.00
H -2.30296 -0.65853 -1.80635 0.23 -0.13 0.01
H 2.35832 -0.65121 -0.86732 0.12 -0.06 -0.09
H 2.37832 -0.73491 -2.66945 0.09 -0.06 0.22
H 2.94504 -2.12656 -1.69508 -0.23 0.19 0.01
```
Forces are in eV/Å.

Properties
frontier orbital gap	4.77	eV
lowest unoccupied orbital energy	-7.8340	eV
relative energy (zero: lowest compared OMol25 entry of this formula, charge and spin)	10.3134	eV
net charge	+2
E_HOMO	-12.61	eV